Entry from the OMol25 dataset: C35H48CsN7O4S4Si2Te as an isolated structure (ωB97M-V/def2-TZVPD).

Atoms and positions in Å:
Cs -0.389 0.506 -2.347
O -7.561 2.319 -2.079
C -6.397 2.222 -2.425
S -5.795 1.036 -3.574
C -4.089 1.519 -3.597
C -3.759 2.580 -2.820
S -2.237 3.389 -2.549
S -5.106 3.290 -1.903
S -3.089 0.522 -4.642
C -4.485 -1.295 3.984
O -3.259 -1.775 3.481
C -3.297 -2.870 2.658
C -4.376 -3.726 2.557
C -4.332 -4.796 1.664
C -3.211 -4.979 0.881
C -2.124 -4.115 0.977
C -2.143 -3.051 1.870
N -1.124 -2.109 2.039
C -0.256 -1.699 0.991
N 0.574 -2.685 0.582
C 1.445 -2.794 -0.557
C 1.737 -1.732 -1.407
C 2.628 -2.076 -2.445
C 3.181 -3.335 -2.621
C 2.866 -4.363 -1.731
C 1.991 -4.082 -0.697
O 1.603 -5.026 0.252
C 2.147 -6.313 0.138
N -0.237 -0.489 0.576
C -1.245 0.414 0.941
C -0.898 1.629 1.521
C -1.845 2.620 1.751
C -3.158 2.414 1.367
C -3.529 1.219 0.760
C -2.588 0.222 0.553
O -2.854 -0.959 -0.076
C -4.082 -1.057 -0.782
H -4.264 -0.348 4.470
H -4.918 -1.984 4.716
H -5.201 -1.127 3.176
H -5.261 -3.560 3.156
H -5.182 -5.462 1.581
H -3.171 -5.792 0.166
H -1.273 -4.255 0.327
H -1.465 -1.306 2.550
H 0.564 -3.499 1.174
H 2.923 -1.305 -3.159
H 3.865 -3.535 -3.441
H 3.295 -5.348 -1.856
H 1.734 -6.901 0.956
H 3.239 -6.298 0.220
H 1.876 -6.782 -0.814
H 0.152 1.798 1.735
H -1.540 3.566 2.181
H -3.895 3.198 1.481
H -4.543 1.099 0.404
H -4.047 -2.006 -1.311
H -4.190 -0.242 -1.502
H -4.935 -1.058 -0.094
C 3.958 -1.689 1.754
Si 3.872 -0.144 2.797
C 2.166 0.028 3.551
C 5.130 -0.265 4.199
C 4.266 1.372 1.765
Te 3.208 1.290 -0.110
C 3.705 3.320 -0.641
Si 2.454 4.545 0.005
C 2.350 4.464 1.883
C 0.789 4.191 -0.745
C 3.004 6.289 -0.464
H 3.724 -2.580 2.344
H 4.949 -1.823 1.313
H 3.246 -1.651 0.926
H 1.917 -0.851 4.151
H 1.406 0.117 2.769
H 2.100 0.909 4.194
H 4.920 -1.125 4.840
H 5.110 0.633 4.823
H 6.143 -0.379 3.805
H 5.334 1.448 1.554
H 3.948 2.281 2.285
H 3.702 3.330 -1.734
H 4.725 3.501 -0.295
H 2.046 3.464 2.207
H 1.605 5.174 2.252
H 3.307 4.701 2.356
H 0.378 3.245 -0.382
H 0.867 4.124 -1.833
H 0.049 4.959 -0.511
H 3.978 6.531 -0.028
H 2.283 7.035 -0.121
H 3.090 6.379 -1.549
N -0.510 0.927 -6.908
C 0.145 1.717 -6.032
N -0.617 2.523 -5.288
N 1.471 1.647 -5.999
C 2.029 2.147 -4.912
N 2.543 2.525 -3.941
H -1.507 0.817 -6.770
H 0.021 0.166 -7.289
H -1.573 2.204 -5.076
H -0.202 3.077 -4.554

Output
Energy = -4506.80129 Ha
Strongest force on any atom = 0.006 hartree/bohr
Total charge = -2